Computed, not measured: a structure of composition C3H8NS3, with ωB97M-V with the def2-TZVPD basis set.

The energy above the lowest of the compared OMol25 structures with the same formula, charge and spin is 62.6 kcal per mole. The calculation puts the LUMO energy at -4.2133 eV. For the molar mass, the calculation gives 154.31 u. Its net charge is +1.

Last column: Mulliken charge in e.
Atoms and positions in Å:
C 1.27 -1.13 -0.16  0.12
H -0.65 0.83 1.42  0.21
S -1.84 0.64 0.84  -0.02
H -0.82 1.18 -1.34  0.30
H 3.77 0.39 1.19  0.23
H 2.21 -1.86 -0.27  0.32
S 3.87 0.40 -0.17  -0.17
C -1.16 -1.51 0.31  -0.45
H -1.40 2.56 -0.43  0.34
H -2.58 1.66 -1.27  0.35
N 0.11 -1.61 0.01  -0.20
H -1.38 -2.14 1.21  0.36
S 1.82 0.48 0.10  -0.03
H -1.60 -1.45 -0.70  0.38
C -1.62 1.57 -0.75  -0.74

Computed, not measured: a structure of composition C30H45F18N3O10P3S, with ωB97M-V with the def2-TZVPD basis set.

The calculation puts the LUMO energy at -3.1695 eV. For the molar mass, the calculation gives 1074.65 u. Its net charge is +1.

Last column: Mulliken charge in e.
Atoms and positions in Å:
H -1.66 -4.38 0.59  0.43
H 6.02 -0.93 4.98  0.33
F -5.75 0.81 1.43  -0.29
C -5.07 -5.35 -0.76  0.55
F -4.34 0.35 -0.21  -0.25
S -0.24 -1.38 -1.22  -0.01
F -5.03 -2.07 -0.60  -0.27
F -7.09 -6.57 -0.66  -0.28
C -1.68 2.28 -3.92  -0.26
C 2.85 1.81 -6.16  -0.97
H -0.93 -0.46 1.52  0.48
C 0.42 -6.48 2.82  -1.19
H 1.54 6.76 -5.53  0.26
P 5.33 2.83 2.95  1.10
H 7.84 3.93 2.26  0.27
H 3.87 1.46 -5.98  0.33
H 0.24 -6.78 1.75  0.28
F -3.09 0.59 2.10  -0.35
C -0.09 -3.89 3.15  -1.00
F -6.27 -5.84 1.24  -0.25
C -4.98 -0.22 0.90  0.14
H -1.17 1.90 -3.02  0.19
O -0.41 4.96 -5.13  -0.24
H -0.48 -3.66 -2.01  0.65
H 5.97 5.39 1.55  0.19
P -0.17 -2.76 1.63  -0.28
H 5.79 0.38 6.15  0.33
C -0.27 6.24 -4.48  -0.26
C -2.83 -1.69 1.45  -0.46
H 3.68 4.48 1.26  0.29
N 1.23 -1.78 -3.47  -0.12
C -0.95 -3.09 -1.16  -0.89
O 6.26 1.72 2.51  -0.75
F -6.82 -0.81 -0.46  -0.28
H 2.60 1.62 -7.21  0.30
C 5.90 0.15 5.09  -1.19
F -7.35 -3.48 -1.38  -0.23
H 2.53 5.02 2.48  0.36
C 3.36 -1.81 -2.81  -0.01
O 1.35 3.70 -5.84  -0.35
H -2.25 1.45 -4.34  0.35
H -3.04 3.87 -4.47  0.27
H 8.09 4.91 3.70  0.34
H -0.57 -6.55 3.35  0.32
H -0.63 6.16 -3.45  0.26
H -3.11 -2.74 1.70  0.31
H 1.57 3.11 1.25  0.48
C -7.50 -4.26 -0.25  0.58
C 1.33 -1.60 -2.13  0.46
O 1.34 2.71 -3.67  -0.71
C -6.46 -2.39 1.41  0.70
O 4.66 2.05 4.24  -0.37
N 1.48 -2.18 1.43  -0.15
H -2.04 -2.98 -1.44  0.13
F -5.05 -4.92 -2.05  -0.24
C 3.19 4.20 2.19  -0.35
C 7.34 4.55 3.00  -0.33
H 7.38 6.41 1.90  0.42
C -6.49 -5.46 -0.08  0.70
H 4.64 0.18 3.32  0.23
F -4.28 -0.93 3.20  -0.30
F -5.53 -3.20 2.03  -0.24
F 2.03 -4.99 3.84  -0.37
H 0.07 -4.63 0.04  0.49
C -1.37 -1.37 2.02  -0.78
C -5.85 -1.42 0.33  0.75
F -8.12 -3.93 2.13  -0.27
H 3.78 0.31 4.84  0.34
O 2.61 -1.61 -1.64  -0.17
H 1.92 2.61 2.93  0.28
C -3.85 -0.59 1.92  0.85
H 4.47 -1.89 -2.84  0.39
H 2.16 1.20 -5.57  0.22
C 1.91 -1.83 2.56  0.47
H 1.43 -4.81 1.83  0.04
H -1.39 -1.12 3.12  0.61
C 4.68 0.63 4.31  -0.15
H -3.44 3.06 -2.94  0.39
F -4.12 -4.68 0.02  -0.18
O 4.17 4.04 3.23  -0.26
H 2.99 2.11 1.63  0.26
C 1.02 -5.01 2.86  0.90
F -6.94 -1.55 2.42  -0.29
H 6.04 6.28 3.07  0.24
C 1.16 6.74 -4.51  -1.09
H 1.22 7.74 -4.08  0.41
F -8.78 -2.47 0.65  -0.28
H 1.12 -7.24 3.25  0.37
C 2.72 3.29 -5.85  -0.34
H -2.73 -1.58 0.33  0.06
F -8.76 -4.85 -0.41  -0.30
N 2.51 -1.91 -3.87  -0.46
H -2.09 4.20 -3.02  0.20
C -0.73 -3.85 0.22  -0.29
C -2.62 3.41 -3.57  -1.00
O -0.72 2.66 -4.89  -0.42
C 6.64 5.73 2.35  -0.92
H 0.13 -3.29 4.08  0.53
O 6.43 3.76 3.76  -0.37
F -4.58 -6.65 -0.80  -0.27
C -7.69 -3.28 0.98  0.38
H 3.20 3.54 -4.90  0.30
P 0.48 3.70 -4.44  1.08
C 2.37 2.94 1.99  -1.06
H 3.23 3.87 -6.62  0.37
H 6.82 0.64 4.76  0.31
H 1.82 6.08 -3.93  0.31
O 2.47 -1.79 3.55  -0.31
H -1.08 -4.43 3.24  0.53
H -0.92 6.94 -5.01  0.37

Computed, not measured: a structure of composition C2H5PS, with ωB97M-V with the def2-TZVPD basis set.

The energy above the lowest of the compared OMol25 structures with the same formula, charge and spin is 48.9 kcal per mole. The calculation puts the LUMO energy at 0.0595 eV. For the molar mass, the calculation gives 92.10 u. Its net charge is 0.

Last column: Mulliken charge in e.
Atoms and positions in Å:
H 1.00 -1.95 0.22  0.33
C 0.41 0.10 -0.68  -0.43
H -1.67 1.34 1.20  0.04
C 0.88 -0.89 0.26  -0.39
P -1.48 1.48 -0.21  0.00
H 0.65 -0.63 1.37  0.17
S 2.00 0.52 -0.17  -0.13
H -2.02 0.23 -0.33  0.04
H 0.23 -0.20 -1.66  0.36

Computed, not measured: a structure of composition C7H4BrCl3CuNO2, with ωB97M-V with the def2-TZVPD basis set.

The energy above the lowest of the compared OMol25 structures with the same formula, charge and spin is 4.9 kcal per mole. The calculation puts the LUMO energy at -0.3689 eV. For the molar mass, the calculation gives 383.92 u. Its net charge is 0.

Last column: Mulliken charge in e.
Atoms and positions in Å:
C -0.68 1.99 -1.64  1.15
C 0.74 -1.05 3.79  -0.80
C 0.13 -0.29 4.78  -0.09
C -0.89 0.99 3.06  0.64
H 1.39 -1.87 4.04  0.39
H 0.31 -0.50 5.83  0.38
Cl 0.39 3.81 -3.38  -0.12
Cl -1.76 2.05 -4.15  -0.12
C 0.50 -0.73 2.47  0.05
C -0.70 0.75 4.41  -0.64
H -1.21 1.36 5.14  0.40
O -1.44 1.02 -1.41  -0.80
Br -2.02 2.39 2.50  -0.14
C -1.03 2.93 -2.81  0.62
O 0.29 2.26 -0.91  -0.82
Cu -0.47 0.85 0.33  -0.17
Cl -2.21 4.09 -2.13  -0.15
N -0.30 0.28 2.09  -0.20
H 0.95 -1.30 1.66  0.41

| no. | E (hartree) | strongest force on any atom (eV/Å) | HOMO-LUMO gap (hartree) |
| --- | --- | --- | --- |
| 1 | -1368.071609 | 3.1 | 0.3397 |
| 2 | -5306.258706 | 9.1 | 0.3115 |
| 3 | -818.619960 | 4.8 | 0.3107 |
| 4 | -6069.479703 | 1.0 | 0.3000 |